Density functional theory data (ωB97M-V/def2-TZVPD) for a 2-piece molecular cluster, C2H7N5O2 overall in a non-equilibrium geometry.

Properties
**Multiplicity**: 1
**HOMO**: -8.3 eV
**Charge**: 0
**Kohn-Sham gap**: 9.04 eV
**Electronic energy**: -13727.5591 eV
**SMILES string**: N/C=[N+](\[O-])O.NC1=NN1

Geometry as XYZ:
```
16
Properties=species:S:1:pos:R:3:forces:R:3:mulliken_charge:R:1
N -3.137053 -0.190598 -0.683663 -1.0 0.7 -1.1 -0.48
H -3.976367 -0.266422 -0.101048 0.3 0.1 0.3 0.22
N -1.961111 -0.953634 -0.039219 1.1 -0.4 0.6 -0.47
H 2.529007 -1.285025 -1.069175 0.0 0.0 -0.1 0.40
N -1.500798 1.426147 0.409888 0.4 0.6 0.2 -0.35
O 2.678012 1.116275 -0.776050 0.2 -0.4 -0.4 -0.46
C 1.851454 -0.967577 -0.296191 0.2 0.4 -0.1 -0.16
N 1.826671 0.293615 -0.015993 0.5 0.0 -0.6 0.68
N 1.123856 -1.869417 0.411445 -0.1 0.3 0.2 -0.46
H -0.516946 1.389157 0.702321 -0.1 0.0 -0.1 0.35
O 1.145111 0.886215 0.867020 -0.3 0.1 0.8 -0.90
H 2.611393 1.999845 -0.376312 -0.3 -0.4 0.3 0.36
H 0.378051 -1.459080 0.960851 0.0 -0.1 -0.1 0.30
C -2.030651 0.299655 0.001390 -0.7 -0.8 0.0 0.48
H 0.863098 -2.713520 -0.070746 0.0 0.1 0.0 0.26
H -1.883733 2.294367 0.075479 -0.1 -0.1 0.0 0.23
```
Positions in Å, forces in eV/Å.